Entry 1:
This record from OMol25 describes a 16-piece molecular cluster, C49H64BF9N18O3 overall at a distorted geometry. The level of theory is the ωB97M-V functional and the def2-TZVPD basis.

CARTESIAN COORDINATES (ANGSTROEM)
C (1.136, 2.592, 0.680)
C (1.029, 1.410, 1.787)
C (0.971, -0.061, 1.143)
C (0.297, -1.170, 2.142)
C (0.287, -0.085, -0.325)
C (-1.240, 0.268, -0.483)
B (-2.199, 0.727, 0.783)
N (-2.315, 2.190, 1.045)
O (-2.935, -0.224, 1.586)
C (-1.988, 0.243, -1.840)
C (-1.170, -0.177, -3.078)
C (0.331, -0.507, -2.960)
C (1.015, -0.929, -4.371)
C (1.137, -0.459, -1.608)
C (2.683, -0.759, -1.500)
F (3.409, -0.831, -2.712)
F (3.268, 0.384, -0.828)
C (3.039, -2.149, -0.718)
F (3.299, -3.093, -1.781)
F (1.947, -2.686, -0.007)
C (4.409, -2.081, 0.114)
F (4.309, -1.428, 1.363)
F (5.461, -1.416, -0.600)
C (5.018, -3.563, 0.436)
F (5.850, -3.875, -0.680)
F (4.028, -4.535, 0.644)
F (5.889, -3.396, 1.546)
C (-2.169, -0.137, -4.308)
O (-2.039, -0.408, -5.519)
N (-3.455, 0.303, -3.700)
C (-4.181, 1.284, -4.564)
C (-5.441, 0.504, -5.223)
N (-6.553, 1.136, -5.515)
C (-3.490, 0.558, -2.238)
O (-4.468, 0.950, -1.572)
H (0.101, 2.676, 0.180)
H (1.415, 3.618, 1.142)
H (1.873, 2.334, -0.169)
H (1.929, 1.555, 2.494)
H (0.094, 1.669, 2.415)
H (2.072, -0.413, 1.103)
H (1.095, -1.718, 2.761)
H (-0.423, -0.617, 2.847)
H (-0.337, -1.877, 1.509)
H (-3.063, 2.616, 0.461)
H (-2.533, 2.394, 2.030)
H (-3.158, -0.955, 0.955)
H (1.536, -0.057, -4.886)
H (1.722, -1.811, -4.143)
H (0.197, -1.378, -5.052)
H (-4.502, 2.206, -3.974)
H (-3.551, 1.641, -5.455)
H (-5.391, -0.637, -5.406)
H (-7.220, 0.439, -5.888)
C (-8.349, -2.955, -4.240)
C (-7.692, -2.461, -5.453)
N (-7.179, -2.070, -6.407)
H (-7.630, -3.129, -3.436)
H (-9.089, -2.242, -3.865)
H (-8.870, -3.898, -4.421)
C (1.787, 2.939, -4.408)
C (0.933, 2.940, -3.217)
N (0.263, 2.941, -2.281)
H (1.310, 2.422, -5.244)
H (2.013, 3.955, -4.741)
H (2.741, 2.440, -4.218)
C (0.963, 7.079, 1.585)
C (2.147, 6.281, 1.260)
N (3.081, 5.652, 1.004)
H (1.094, 7.630, 2.520)
H (0.746, 7.812, 0.805)
H (0.075, 6.453, 1.699)
C (2.893, -6.603, 2.756)
C (2.041, -6.595, 3.948)
N (1.372, -6.589, 4.885)
H (2.414, -7.122, 1.922)
H (3.121, -5.590, 2.419)
H (3.846, -7.104, 2.945)
C (-9.048, 2.798, -3.378)
C (-9.551, 1.450, -3.656)
N (-9.937, 0.388, -3.879)
H (-8.641, 3.268, -4.277)
H (-9.838, 3.451, -2.999)
H (-8.252, 2.784, -2.631)
C (8.708, -3.672, 2.176)
C (9.632, -4.342, 3.096)
N (10.357, -4.867, 3.818)
H (9.163, -2.789, 1.722)
H (8.402, -4.333, 1.362)
H (7.802, -3.343, 2.686)
C (11.487, -4.365, 6.940)
C (11.045, -3.760, 8.199)
N (10.699, -3.285, 9.190)
H (11.677, -5.435, 7.052)
H (10.738, -4.251, 6.154)
H (12.411, -3.908, 6.577)
C (-5.154, -0.321, -8.842)
C (-5.291, 1.027, -9.400)
N (-5.397, 2.086, -9.838)
H (-4.133, -0.517, -8.505)
H (-5.812, -0.471, -7.983)
H (-5.404, -1.089, -9.578)
C (-13.042, -0.753, -1.119)
C (-11.853, -1.536, -1.463)
N (-10.918, -2.152, -1.733)
H (-12.907, -0.209, -0.181)
H (-13.275, -0.017, -1.892)
H (-13.922, -1.390, -1.001)
C (-8.073, -1.292, 0.054)
C (-8.514, -0.702, 1.321)
N (-8.862, -0.239, 2.316)
H (-7.860, -2.358, 0.159)
H (-8.832, -1.188, -0.725)
H (-7.161, -0.815, -0.316)
C (15.208, -3.099, 8.453)
C (14.801, -3.133, 7.045)
N (14.481, -3.160, 5.939)
H (16.105, -3.697, 8.627)
H (15.427, -2.081, 8.783)
H (14.425, -3.491, 9.107)
C (1.299, -0.585, 5.844)
C (1.165, 0.761, 5.280)
N (1.060, 1.818, 4.837)
H (2.319, -0.778, 6.185)
H (0.637, -0.729, 6.701)
H (1.051, -1.355, 5.109)
C (-9.376, 6.690, -1.791)
C (-8.196, 5.891, -2.132)
N (-7.268, 5.264, -2.401)
H (-9.235, 7.239, -0.857)
H (-9.604, 7.424, -2.566)
H (-10.264, 6.065, -1.667)
C (-8.407, 10.487, -3.330)
C (-9.500, 10.214, -2.392)
N (-10.359, 10.001, -1.655)
H (-8.755, 11.046, -4.201)
H (-7.614, 11.075, -2.862)
H (-7.953, 9.563, -3.697)
C (19.918, -4.672, 8.476)
C (18.669, -4.523, 9.228)
N (17.687, -4.405, 9.818)
H (20.141, -5.722, 8.274)
H (19.870, -4.159, 7.513)
H (20.767, -4.258, 9.024)

Strongest force on any atom, Eh/bohr: 0.0940
Gap between HOMO and LUMO, eV: 7.79
HOMO level, eV: -9.27



Entry 2:
This record from OMol25 describes C49H65AsBBeN4P2 as an isolated structure. The level of theory is the ωB97M-V functional and the def2-TZVPD basis.

CARTESIAN COORDINATES (ANGSTROEM)
Be (0.980, -0.478, -0.467)
C (-3.736, -3.416, -3.595)
C (-3.713, -3.179, -2.081)
C (-5.128, -3.343, -1.526)
C (-2.807, -4.256, -1.459)
P (-2.820, -1.559, -1.736)
C (-2.741, -1.550, 0.126)
N (-1.507, -2.101, 0.663)
B (-0.138, -1.684, 0.427)
N (0.624, -2.546, 1.311)
C (2.057, -2.626, 1.456)
P (2.830, -1.267, 0.472)
C (3.858, -2.176, -0.800)
C (4.860, -3.193, -0.245)
C (4.587, -1.156, -1.680)
C (2.833, -2.936, -1.659)
C (3.824, -0.252, 1.686)
C (4.098, 1.118, 1.058)
C (2.944, -0.036, 2.927)
C (5.144, -0.893, 2.114)
C (-0.221, -3.365, 2.045)
C (0.062, -4.314, 3.014)
C (-1.005, -4.965, 3.620)
C (-2.315, -4.664, 3.263)
C (-2.599, -3.715, 2.287)
C (-1.539, -3.069, 1.665)
C (-3.927, -0.061, -2.004)
C (-4.200, 0.105, -3.501)
C (-3.070, 1.137, -1.553)
C (-5.250, -0.030, -1.237)
H (-4.161, -4.401, -3.799)
H (-4.341, -2.684, -4.126)
H (-2.728, -3.397, -4.014)
H (-5.408, -4.398, -1.566)
H (-5.219, -3.023, -0.487)
H (-5.859, -2.791, -2.115)
H (-3.108, -5.236, -1.837)
H (-1.756, -4.104, -1.715)
H (-2.887, -4.284, -0.374)
H (-2.878, -0.526, 0.481)
H (-3.583, -2.119, 0.518)
H (2.357, -2.534, 2.503)
H (2.430, -3.596, 1.111)
H (5.738, -2.720, 0.183)
H (4.421, -3.847, 0.508)
H (5.199, -3.830, -1.066)
H (5.350, -0.612, -1.125)
H (5.088, -1.680, -2.497)
H (3.896, -0.432, -2.119)
H (2.359, -3.749, -1.107)
H (2.048, -2.282, -2.038)
H (3.346, -3.372, -2.519)
H (3.166, 1.664, 0.916)
H (4.715, 1.709, 1.737)
H (4.619, 1.048, 0.104)
H (1.914, 0.231, 2.668)
H (2.919, -0.909, 3.577)
H (3.367, 0.789, 3.505)
H (5.865, -0.925, 1.300)
H (5.580, -0.288, 2.912)
H (5.007, -1.904, 2.502)
H (1.082, -4.541, 3.296)
H (-0.815, -5.709, 4.381)
H (-3.131, -5.177, 3.752)
H (-3.628, -3.498, 2.034)
H (-3.267, 0.187, -4.064)
H (-4.780, -0.716, -3.916)
H (-4.768, 1.024, -3.663)
H (-2.024, 1.036, -1.863)
H (-3.458, 2.059, -1.994)
H (-3.084, 1.274, -0.473)
H (-5.980, -0.721, -1.651)
H (-5.118, -0.265, -0.180)
H (-5.678, 0.975, -1.296)
N (0.314, 0.379, -4.086)
C (0.240, -0.323, -2.949)
N (0.968, 0.213, -1.988)
C (1.567, 1.347, -2.541)
C (2.460, 2.265, -1.999)
C (2.877, 3.300, -2.813)
C (2.426, 3.426, -4.135)
C (1.554, 2.509, -4.689)
C (1.145, 1.468, -3.866)
H (-0.194, 0.163, -4.928)
H (-0.393, -1.189, -2.820)
H (2.810, 2.181, -0.980)
H (3.567, 4.033, -2.419)
H (2.775, 4.255, -4.734)
H (1.214, 2.597, -5.711)
C (-2.889, 4.960, -1.240)
C (-3.161, 4.538, 0.053)
C (-2.276, 3.703, 0.721)
C (-1.107, 3.277, 0.098)
C (-0.856, 3.679, -1.213)
C (-1.733, 4.527, -1.873)
As (0.185, 2.079, 0.947)
C (1.526, 3.395, 1.518)
C (1.968, 4.377, 0.635)
C (3.002, 5.232, 0.986)
C (3.611, 5.119, 2.228)
C (3.171, 4.152, 3.119)
C (2.138, 3.296, 2.766)
C (-0.650, 1.715, 2.665)
C (-0.995, 0.402, 2.968)
C (-1.586, 0.088, 4.187)
C (-1.833, 1.089, 5.111)
C (-1.492, 2.405, 4.817)
C (-0.902, 2.717, 3.604)
H (-3.577, 5.617, -1.753)
H (-4.066, 4.862, 0.550)
H (-2.509, 3.381, 1.726)
H (0.026, 3.322, -1.736)
H (-1.518, 4.840, -2.887)
H (1.492, 4.498, -0.331)
H (3.325, 5.997, 0.292)
H (4.415, 5.788, 2.503)
H (3.627, 4.067, 4.098)
H (1.804, 2.550, 3.477)
H (-0.807, -0.388, 2.251)
H (-1.846, -0.940, 4.405)
H (-2.290, 0.850, 6.062)
H (-1.684, 3.188, 5.538)
H (-0.632, 3.743, 3.387)

ΔE to the lowest compared entry with this formula, charge and spin, kcal per mole: 0.0
Strongest force on any atom, Eh/bohr: 0.0124
Gap between HOMO and LUMO, eV: 7.79
Total charge: +1
HOMO level, eV: -9.81



Entry 3:
This record from OMol25 describes a 5-piece molecular cluster, C49H65BBrClN10O11P overall at a distorted geometry. The level of theory is the ωB97M-V functional and the def2-TZVPD basis.

CARTESIAN COORDINATES (ANGSTROEM)
C (-4.923, -0.982, 1.080)
N (-3.856, -0.071, 0.533)
C (-4.342, 0.750, -0.634)
N (-4.895, 2.015, -0.434)
N (-4.323, 0.240, -2.053)
C (-3.046, -0.465, -2.430)
C (-2.299, 0.491, -3.582)
C (-3.119, 0.602, -4.991)
C (-2.374, -0.154, -6.273)
Cl (-1.296, 1.174, -7.080)
B (-3.408, -1.938, -3.148)
N (-4.737, -2.671, -2.951)
O (-2.453, -2.625, -4.089)
C (-1.938, -0.620, -1.233)
O (-0.982, -1.720, -1.592)
C (0.391, -1.124, -1.480)
N (1.502, -0.453, -1.256)
C (-2.533, -0.750, 0.286)
C (-1.438, 0.059, 1.262)
C (-1.537, 1.686, 1.158)
C (-0.643, 2.445, 2.351)
C (0.962, 2.150, 2.203)
C (1.844, 3.382, 1.580)
C (1.196, 4.119, 0.269)
C (1.857, 3.676, -1.171)
C (0.720, 3.597, -2.395)
C (-0.093, 5.015, -2.603)
C (-1.391, 4.870, -3.644)
C (-1.502, 6.109, -4.717)
C (-1.555, 7.603, -4.029)
N (-2.547, 7.650, -2.887)
C (-4.077, 7.843, -2.935)
C (-4.779, 7.825, -1.437)
C (-3.562, 7.568, -0.368)
C (-2.277, 7.499, -1.387)
P (-2.467, -2.578, 0.964)
O (-3.109, -3.700, -0.214)
Br (-0.277, -3.201, 1.344)
H (-5.921, -0.327, 1.132)
H (-4.743, -1.322, 2.210)
H (-5.205, -1.894, 0.375)
H (-5.794, 2.017, 0.134)
H (-4.531, 2.895, -0.860)
H (-4.540, 1.067, -2.649)
H (-1.202, 0.140, -3.817)
H (-2.252, 1.572, -3.085)
H (-3.112, 1.759, -5.286)
H (-4.275, 0.329, -4.914)
H (-3.127, -0.533, -7.086)
H (-1.627, -0.995, -5.952)
H (-4.648, -3.488, -2.310)
H (-5.512, -2.025, -2.688)
H (-1.571, -2.151, -4.097)
H (-1.268, 0.367, -1.279)
H (-1.705, -0.233, 2.377)
H (-0.332, -0.275, 1.079)
H (-1.034, 2.044, 0.138)
H (-2.611, 2.139, 1.244)
H (-1.077, 2.196, 3.433)
H (-0.799, 3.621, 2.232)
H (1.371, 1.973, 3.310)
H (1.210, 1.172, 1.610)
H (2.109, 4.157, 2.436)
H (2.892, 2.910, 1.258)
H (0.035, 4.030, 0.163)
H (1.429, 5.284, 0.390)
H (2.475, 2.682, -1.134)
H (2.602, 4.540, -1.518)
H (1.271, 3.388, -3.433)
H (-0.004, 2.672, -2.231)
H (-0.591, 5.265, -1.546)
H (0.590, 5.881, -2.995)
H (-2.396, 4.766, -3.012)
H (-1.271, 3.883, -4.263)
H (-2.489, 5.912, -5.356)
H (-0.593, 6.026, -5.456)
H (-0.444, 7.886, -3.709)
H (-1.956, 8.346, -4.868)
H (-4.750, 8.019, -3.877)
H (-5.900, 7.935, -1.108)
H (-3.542, 7.450, 0.799)
H (-1.173, 7.301, -1.012)
H (-4.070, -3.876, 0.088)
C (-2.011, -5.911, -3.242)
C (-2.783, -6.851, -2.558)
C (-3.186, -8.025, -3.197)
C (-2.804, -8.251, -4.527)
C (-2.035, -7.306, -5.219)
C (-1.641, -6.134, -4.570)
N (-3.202, -9.495, -5.196)
O (-3.898, -10.298, -4.556)
O (-2.817, -9.673, -6.361)
H (-1.695, -5.000, -2.738)
H (-3.069, -6.670, -1.524)
H (-3.787, -8.748, -2.650)
H (-1.736, -7.466, -6.252)
H (-1.042, -5.395, -5.097)
C (4.591, -6.959, 2.451)
C (3.744, -5.932, 2.033)
C (3.077, -5.147, 2.976)
C (3.270, -5.399, 4.341)
C (4.114, -6.435, 4.764)
C (4.774, -7.214, 3.812)
N (2.591, -4.561, 5.337)
O (1.838, -3.667, 4.924)
O (2.813, -4.793, 6.534)
H (5.114, -7.565, 1.712)
H (3.606, -5.740, 0.971)
H (2.421, -4.350, 2.634)
H (4.269, -6.644, 5.820)
H (5.433, -8.019, 4.130)
C (2.447, -3.789, 9.531)
C (3.792, -3.865, 9.897)
C (4.184, -3.539, 11.196)
C (3.215, -3.140, 12.128)
C (1.865, -3.056, 11.762)
C (1.486, -3.382, 10.458)
N (3.618, -2.820, 13.503)
O (4.824, -2.889, 13.783)
O (2.728, -2.504, 14.306)
H (2.146, -4.050, 8.518)
H (4.536, -4.182, 9.168)
H (5.236, -3.603, 11.465)
H (1.104, -2.743, 12.473)
H (0.440, -3.323, 10.165)
C (7.810, 2.982, -3.501)
C (7.524, 2.342, -2.294)
C (6.822, 3.016, -1.293)
C (6.405, 4.336, -1.515)
C (6.698, 4.984, -2.722)
C (7.403, 4.300, -3.715)
N (5.645, 5.042, -0.477)
O (5.422, 4.442, 0.585)
O (5.266, 6.196, -0.723)
H (8.353, 2.450, -4.280)
H (7.845, 1.315, -2.134)
H (6.607, 2.504, -0.358)
H (6.385, 6.010, -2.905)
H (7.633, 4.793, -4.657)

Strongest force on any atom, Eh/bohr: 0.2356
Gap between HOMO and LUMO, eV: 4.21
Total charge: +1
HOMO level, eV: -9.60



The lowest HOMO level belongs to which entry? C49H65AsBBeN4P2